1.
17
Properties=species:S:1:pos:R:3 method="wB97M-V/def2-TZVPD" e_above_lowest_kcal_mol=1.43 charge=+1 e_tot_ha=-400.58238 largest_force_ha_per_bohr=0.0161 molar_mass_g_mol=108.117 multiplicity=1
H 1.831 0.823 -1.297
C 3.191 -0.074 0.140
C 1.829 0.442 -0.271
O 0.883 -0.658 -0.212
H 3.518 -0.865 -0.527
O -1.168 -1.452 -0.102
H 3.905 0.742 0.092
H -3.849 1.331 0.314
O -0.872 0.730 -0.251
H -3.775 -0.121 -0.512
H -2.300 0.633 -0.002
H -3.432 -0.073 1.121
H 1.477 1.232 0.398
N -3.358 0.436 0.237
H -0.664 -2.282 -0.082
H 3.167 -0.459 1.156
C -0.383 -0.386 -0.201

=====

2.
62
Properties=species:S:1:pos:R:3 method="wB97M-V/def2-TZVPD" e_above_lowest_kcal_mol=0.00 e_tot_ha=-5711.07192 largest_force_ha_per_bohr=0.0054 molar_mass_g_mol=886.641 multiplicity=1
H -3.338 -1.909 -4.119
H 4.919 3.154 2.743
H 1.517 0.241 -4.135
C 1.055 -3.802 1.179
H 2.755 2.674 -0.811
H -2.782 -0.636 -6.173
C -3.098 -0.243 -2.822
H -2.239 2.875 -3.780
O -4.199 2.123 -0.741
C 2.085 -4.574 0.656
O -1.939 -1.539 -0.936
S -2.527 -0.395 2.111
C 0.524 -0.067 -2.269
C 3.116 2.364 1.901
C 1.200 1.251 -0.466
C -1.482 0.546 3.149
H -2.760 0.310 4.726
N 0.418 0.293 -1.000
C 2.261 1.534 -2.579
H 2.987 2.032 -3.208
H -1.374 1.313 5.023
C -2.777 -0.142 -5.211
Br 2.308 -7.754 3.288
C -2.790 1.118 -2.717
O -2.286 3.397 -1.603
C 1.763 2.585 1.666
O -0.181 -1.820 1.153
H 3.267 -6.356 0.882
O -4.176 -0.698 -0.441
C 0.955 1.573 0.956
C 3.275 4.517 2.952
C 0.393 -4.215 2.330
N -1.880 0.685 4.422
N -0.366 1.155 2.810
C 2.143 1.896 -1.243
N -0.030 0.956 1.516
H 3.574 1.433 1.586
C 1.165 3.773 2.073
H 3.865 5.273 3.454
H 1.464 5.667 3.021
C 1.797 -6.146 2.428
H -0.415 -3.616 2.724
C 2.465 -5.750 1.281
C -2.470 1.824 -3.871
H 0.248 -5.728 3.850
S -3.388 -1.343 -1.441
C 1.926 4.740 2.711
C -3.093 -0.859 -4.067
C 3.869 3.330 2.551
O -1.874 1.506 -0.249
C 0.677 -2.543 0.458
H -0.139 -0.857 -2.595
C 1.449 0.544 -3.100
C -2.458 1.201 -5.111
S -2.861 2.132 -1.232
H 0.111 3.934 1.882
O 1.129 -2.254 -0.628
Pt -1.068 -0.251 0.344
H 2.578 -4.244 -0.248
H -2.213 1.774 -5.995
C 0.761 -5.394 2.959
O -3.815 -2.589 -1.996